No. 1
Here is a single C6H17IN4O2 molecule from the Open Molecules 2025 dataset. Energies are from ωB97M-V/def2-TZVPD.

Computed properties:
multiplicity	1
largest force on an atom	4.91	eV Å⁻¹
E_LUMO	-2.0277	eV
HOMO level	-0.1680	hartree

Cartesian coordinates (Å):
I (-4.61, -0.88, 2.58)
C (0.83, 2.58, -1.29)
C (1.03, 1.14, 1.06)
O (-0.62, 2.63, -1.62)
H (-1.17, -2.50, -1.18)
H (0.96, -2.30, -2.10)
H (-1.48, -0.32, 2.55)
H (1.55, 1.27, 2.13)
N (1.76, 0.00, 0.39)
C (-1.45, -1.90, 1.10)
H (2.18, 3.16, 0.50)
H (1.35, 1.70, -1.89)
N (1.49, -1.77, -1.35)
C (1.15, 2.59, 0.32)
H (2.72, -3.12, -0.78)
H (-1.17, 2.26, -0.87)
H (0.33, 3.29, 0.81)
H (-2.57, -1.27, -0.86)
C (-1.47, -1.57, -0.51)
N (-0.55, -0.43, -0.92)
H (-0.10, 0.91, 1.30)
H (1.31, 3.58, -1.75)
H (-2.74, -0.25, 1.36)
C (0.91, -0.74, -0.62)
H (-0.66, -0.33, -1.96)
N (-2.15, -0.88, 1.97)
O (2.79, -2.18, -1.17)
H (-0.35, -2.04, 1.54)
H (-1.98, -2.95, 1.28)
H (2.68, 0.31, -0.03)

No. 2
Here is 3 unconnected molecules or ions with the total composition C28H48ClN2O2P2S2 from the Open Molecules 2025 dataset. Energies are from ωB97M-V/def2-TZVPD.

Computed properties:
multiplicity	1
largest force on an atom	5.51	eV Å⁻¹
E_LUMO	-4.2280	eV
total charge	+1
HOMO level	-0.3902	hartree

Cartesian coordinates (Å):
H (2.71, -5.21, 1.78)
H (4.16, 5.76, -1.03)
H (4.87, -1.64, 1.61)
C (-4.44, -4.74, -1.99)
H (5.88, -0.71, 0.32)
N (-2.12, 1.49, -1.19)
C (3.98, 3.54, -0.53)
C (3.45, 4.73, -2.96)
C (3.44, 4.88, -1.32)
C (1.89, -4.68, 2.26)
H (5.30, 0.42, 2.85)
H (3.07, 2.94, -0.10)
H (0.47, -4.25, 5.32)
C (-0.40, -0.21, -2.30)
H (-0.68, -1.04, -3.12)
H (-2.88, 3.87, 2.16)
C (-4.28, 3.46, -0.24)
H (-2.78, -6.80, 0.15)
C (-5.40, 3.72, 0.93)
C (4.53, 0.78, -1.62)
C (-0.22, -3.34, 3.49)
S (5.09, 2.59, -1.70)
C (3.10, 0.82, 2.40)
H (-1.16, 3.03, 2.22)
H (2.63, 0.00, -2.96)
H (-1.33, -0.26, -0.15)
C (-2.89, 1.51, 1.79)
H (-3.16, -2.52, 0.25)
H (-2.04, 0.70, 1.80)
C (4.86, -0.69, 0.89)
H (-5.51, 2.76, 1.59)
H (1.20, -3.77, 0.43)
H (-5.05, -4.77, -2.88)
H (-1.05, -2.82, 3.97)
H (2.92, 3.74, -3.35)
C (2.20, 0.25, -1.88)
C (-3.94, -5.92, -1.44)
H (-0.68, -2.57, 1.53)
C (-2.31, 2.88, 2.50)
H (0.77, -0.84, -0.34)
H (5.02, 1.63, 1.40)
H (2.79, 5.64, -3.37)
H (1.25, -1.83, -1.89)
H (4.51, 4.87, -3.45)
H (1.74, 1.35, -1.98)
H (-4.95, 4.57, 1.64)
H (-4.16, -6.87, -1.92)
H (-4.55, -2.59, -1.81)
C (-0.01, -3.20, 2.12)
H (-2.29, -4.62, 1.23)
H (-4.35, 0.78, -3.64)
P (-3.47, 1.75, -0.02)
C (-2.89, -4.65, 0.33)
H (-3.78, 1.14, 2.48)
O (-2.55, 3.77, -2.94)
H (2.35, -5.44, 4.22)
C (1.04, -3.87, 1.50)
C (-1.64, 0.04, -1.24)
C (1.69, -4.81, 3.63)
H (3.75, -1.87, -0.83)
H (-4.81, 3.63, -1.28)
H (-0.13, 0.76, -2.94)
H (2.47, 1.39, 1.56)
H (3.00, 1.45, 3.39)
H (2.32, 5.05, -0.93)
H (2.58, -0.25, 2.54)
H (-3.42, 4.27, -0.18)
H (-2.58, -0.59, -1.61)
C (3.55, -0.96, -0.12)
N (3.28, 0.35, -0.83)
H (4.66, 3.82, 0.41)
C (0.63, -4.14, 4.25)
H (-1.58, 3.95, -3.18)
H (2.68, -1.30, 0.62)
H (-2.35, 2.81, 3.69)
H (-6.46, 4.03, 0.53)
C (0.96, -0.75, -1.50)
C (4.64, 0.62, 1.87)
Cl (-0.84, 2.57, -0.65)
S (5.49, -0.33, -2.53)
C (-3.38, -3.47, -0.22)
O (-4.41, 1.58, -3.01)
P (-2.71, 2.04, -2.81)
C (-4.16, -3.51, -1.38)
C (-3.17, -5.88, -0.28)

No. 3
Here is a molecular structure, C7H20B3NO7S2 from the Open Molecules 2025 dataset. Energies are from ωB97M-V/def2-TZVPD.

Computed properties:
energy relative to the best compared isomer or geometry (same formula, charge and spin)	90.3	kJ/mol
multiplicity	1
largest force on an atom	4.69	eV Å⁻¹
E_LUMO	-0.5022	eV
HOMO level	-0.3106	hartree

Cartesian coordinates (Å):
C (-1.65, 0.06, 0.64)
C (-0.46, -0.52, 2.71)
H (-1.79, 2.64, 2.53)
H (-2.15, 0.59, 2.53)
H (4.74, -2.20, -5.62)
H (0.32, 0.21, 2.43)
N (-1.74, -0.21, 2.08)
H (-0.32, -1.15, -4.87)
H (-2.36, 0.29, 5.93)
B (2.20, -1.76, -3.35)
O (2.93, -2.49, -4.28)
C (-0.57, -0.50, 4.23)
C (-1.01, 2.95, 1.83)
O (-0.76, 0.83, 4.72)
H (-0.13, -1.51, 2.39)
C (-0.80, 1.24, 0.18)
H (-0.57, -0.25, -3.36)
B (3.56, -0.01, -3.60)
H (-1.71, -1.60, -3.78)
S (3.29, 1.66, -4.36)
H (-2.68, 0.23, 0.30)
H (-1.01, 4.05, 1.82)
O (4.68, -0.80, -3.91)
C (-0.70, -1.22, -3.85)
H (0.25, 1.15, 0.48)
H (-2.03, 2.02, 5.76)
S (0.43, -2.37, -2.97)
O (-1.32, 2.52, 0.52)
O (0.16, -2.30, -1.51)
H (-0.80, 1.22, -0.92)
O (2.64, -0.62, -2.69)
C (-2.06, 1.07, 5.23)
H (0.39, -0.84, 4.64)
H (-0.04, 2.61, 2.17)
O (0.22, -3.75, -3.47)
H (-2.80, 1.15, 4.42)
H (-1.35, -1.17, 4.58)
H (2.14, 1.50, -5.07)
H (-1.30, -0.85, 0.14)
B (4.14, -1.88, -4.66)

No. 4
Here is a single C10H11P molecule from the Open Molecules 2025 dataset. Energies are from ωB97M-V/def2-TZVPD.

Computed properties:
energy relative to the best compared isomer or geometry (same formula, charge and spin)	609.2	kJ/mol
multiplicity	3
largest force on an atom	8.95	eV Å⁻¹
<S²>	2.0051
E_LUMO (spin up / spin down)	0.8451 / -1.6696	eV
HOMO level (spin up / spin down)	-0.2256 / -0.3105	hartree

Cartesian coordinates (Å):
C (-2.48, -0.25, -0.56)
P (0.85, -1.33, -0.96)
C (-0.81, 1.52, -1.03)
H (-0.16, -1.18, -1.85)
H (-2.42, -1.15, 1.97)
C (-0.08, -0.60, 1.91)
H (2.42, 1.45, 0.24)
C (-1.47, -0.74, 0.20)
H (0.34, 1.98, 0.61)
C (-1.86, 0.90, -1.13)
H (1.96, 2.17, -1.40)
H (-0.09, 0.37, 2.42)
C (1.75, 1.31, -0.65)
C (-1.43, -1.40, 1.56)
H (-1.15, -2.44, 1.54)
H (1.99, 0.33, -2.46)
H (-3.56, -0.42, -0.51)
C (-0.04, -0.25, 0.24)
C (0.34, 1.21, -0.10)
H (3.17, -0.23, -0.95)
C (2.15, 0.01, -1.38)
H (0.59, -1.24, 2.28)

No. 5
Here is a molecular structure, C21H38CuGeN2O4S from the Open Molecules 2025 dataset. Energies are from ωB97M-V/def2-TZVPD.

Computed properties:
multiplicity	1
largest force on an atom	2.83	eV Å⁻¹
E_LUMO (spin up / spin down)	-4.1129 / -4.1073	eV
total charge	+1
HOMO level (spin up / spin down)	-0.4146 / -0.4145	hartree

Cartesian coordinates (Å):
H (3.45, -2.82, -1.78)
H (7.06, -2.00, 1.42)
C (1.69, -1.74, 0.73)
H (-1.96, -2.60, -1.65)
H (1.43, -0.80, -2.13)
C (-2.63, -0.45, 2.39)
H (-1.58, 0.42, -3.76)
H (-1.23, 5.26, -0.49)
H (-3.34, 4.46, -1.21)
H (0.20, 4.26, -0.18)
H (0.10, -3.03, 1.02)
C (-0.85, 4.30, -0.04)
C (-1.68, -0.63, -3.55)
O (-1.37, 1.98, -0.05)
H (-1.45, 3.79, -2.88)
H (5.61, -2.43, -2.59)
H (-3.66, 0.74, 3.75)
C (-2.03, -1.45, 3.42)
C (-1.14, 3.04, -2.18)
O (2.14, 2.95, 0.34)
H (-4.66, -1.27, 2.86)
H (-0.20, 2.06, 2.21)
H (-0.86, -3.09, -2.90)
C (0.65, -0.80, -2.95)
H (-1.01, 4.34, 1.03)
H (1.03, 3.24, 2.69)
H (-4.56, -0.47, 1.27)
O (-1.69, -0.25, 1.29)
H (-3.65, -1.99, 1.42)
C (1.41, 2.26, 0.92)
C (-1.63, 3.25, -0.81)
C (5.46, -2.45, -1.51)
H (-1.38, -1.17, -4.40)
C (3.95, -2.69, 0.35)
H (7.40, -1.61, -1.09)
H (-3.64, 2.80, -1.48)
C (-3.13, 3.48, -0.82)
H (-2.70, -0.79, -3.35)
C (-0.72, -1.01, -2.43)
C (4.22, -2.70, -1.01)
H (1.02, -1.58, -3.68)
N (0.44, -2.03, 0.95)
S (2.21, -0.18, 0.26)
N (2.61, -2.76, 0.80)
H (-1.88, 1.34, 3.41)
H (2.32, -3.69, 0.83)
H (-3.22, 1.63, 2.27)
H (-1.37, 1.98, -2.51)
H (4.90, -2.43, 2.34)
Cu (0.33, 0.99, -0.27)
H (-0.30, -1.31, 1.11)
C (5.02, -2.46, 1.25)
H (-0.04, 3.15, -2.19)
C (-3.98, -1.11, 1.98)
H (1.34, 1.57, 2.94)
Ge (-2.48, 0.41, -0.31)
C (0.87, 2.27, 2.31)
H (-0.36, -2.76, -1.20)
H (-2.08, -2.48, 3.14)
C (-2.87, 0.92, 3.01)
H (-2.62, -1.42, 4.36)
C (6.50, -2.09, -0.60)
H (-1.05, -1.13, 3.77)
H (0.74, 0.16, -3.50)
C (6.27, -2.19, 0.76)
H (-3.53, 3.40, 0.20)
C (-1.01, -2.43, -2.04)
O (-0.85, -0.16, -1.28)